{
  "formula": "C5H11P",
  "method": "wB97M-V/def2-TZVPD",
  "total_charge": 0,
  "multiplicity": 1,
  "lumo_energy_ev": 0.65,
  "de_lowest_kcal_mol": 78.0,
  "largest_force_ev_per_a": 4.340,
  "gap_ev": 7.373,
  "energy_ha": -538.3019,
  "smiles": "C=CC(C)=[PH2]C",
  "elements": ["C", "C", "C", "C", "P", "C", "H", "H", "H", "H", "H", "H", "H", "H", "H", "H", "H"],
  "positions_angstrom": [[-1.4807, -1.8514, 0.0017], [-1.7687, -0.5260, -0.1463], [-0.7962, 0.4981, 0.2615], [-1.1181, 1.9466, -0.1159], [0.8817, 0.0611, 0.4037], [2.6103, -0.4594, -0.4069], [-2.3054, -2.6441, -0.1863], [-0.4169, -2.2142, 0.1784], [-2.8389, -0.1051, -0.3377], [-0.4477, 2.6974, 0.1283], [-1.2496, 2.0297, -1.1492], [-2.0824, 2.2819, 0.2516], [0.9483, -0.9585, 1.3396], [1.6885, 0.9076, 1.2231], [3.1616, -0.2656, 0.4561], [2.8268, 0.1488, -1.2949], [2.3876, -1.5470, -0.6069]],
  "forces_ev_per_a": [[-1.3077, -0.9039, -1.1398], [-0.1639, -0.3000, 1.2964], [0.7822, 0.9718, -0.7980], [-1.2884, -1.6195, 0.1495], [1.1855, 0.4978, 1.3252], [-3.7172, -1.2021, -1.8903], [1.7122, 1.3843, 0.4259], [-1.7040, 0.3901, -0.2417], [1.9847, -1.0923, 0.2188], [1.7030, 1.1435, 0.9078], [-0.0998, 0.1616, -2.0049], [-0.2603, -0.2724, 0.6090], [-0.2011, -0.6454, 0.0426], [-1.2781, 0.7163, -0.2107], [1.3830, 0.0595, 1.0309], [0.2359, -0.4232, 0.3871], [1.0340, 1.1338, -0.1079]]
}